Formula: C3H6N2O2
Source: OMol25
Level of theory: wB97M-V/def2-TZVPD

The LUMO energy (alpha / beta) comes out at 0.46 / 0.23 eV. The energy above the lowest of the compared OMol25 structures with the same formula, charge and spin comes out at 428.8 kJ/mol. The frontier orbital gap (alpha / beta) comes out at 7.60 / 7.41 eV.

```
! wB97M-V def2-TZVPD RIJCOSX def2/J DEFGRID3
* xyz 0 1
H 0.342 2.445 1.345
H -0.639 0.309 1.708
H 2.125 -1.636 -0.912
O 1.274 -1.570 -0.457
C -0.248 0.622 0.743
N -0.598 -0.184 -0.345
O 1.517 0.557 -1.207
C -1.439 -1.200 -0.262
H 0.336 2.232 -0.307
H -2.170 -1.197 0.535
N -0.126 1.998 0.568
H -1.240 -2.103 -0.813
C 0.866 -0.273 -0.596
*
```